Molecular formula: C4H8N2O
Method: DFT, ωB97M-V/def2-TZVPD

XYZ file:
```
15
C4H8N2O, DFT ωB97M-V/def2-TZVPD
O 0.078 0.508 -2.103
N -1.811 1.019 0.653
N -1.159 0.679 -1.647
C 0.571 -1.508 -0.503
C 0.318 -0.068 -0.158
C 1.241 0.517 0.858
C -0.998 0.527 -0.354
H 2.233 0.602 0.403
H -2.161 0.344 1.318
H 1.597 -1.642 -0.851
H 0.460 -2.111 0.408
H -2.534 1.644 0.329
H -0.105 -1.870 -1.272
H 1.356 -0.142 1.727
H 0.914 1.500 1.190
```

Properties
ΔE to the lowest compared entry with this formula, charge and spin   112.51 kcal/mol
Energy   -341.8244 Eh
Orbital gap (alpha / beta)   7.95 / 7.95 eV
Maximum force   0.0285 Eh/bohr
SMILES   CC(C)=C(N)N=O
Highest occupied orbital energy (alpha / beta)   -8.03 / -8.03 eV